Entry 1:
Below is an isolated molecule of C19H18Cl2N2O3 at a distorted geometry, with properties calculated with ωB97M-V with the def2-TZVPD basis set.

XYZ file:
```
44
Properties=species:S:1:pos:R:3:mulliken_charge:R:1
O 3.07 1.19 -1.12 -0.5515
C 2.09 1.47 -0.63 0.3529
C 2.04 1.35 0.87 -0.0228
C 1.21 0.15 1.38 0.1833
C 0.89 -0.05 2.78 -0.8591
C 1.88 0.49 3.57 0.4362
Cl 1.47 0.31 5.52 -0.2674
C 2.45 1.53 3.37 -0.0356
Cl 3.39 2.72 4.48 -0.1818
C 2.68 2.07 1.89 -0.2926
N 1.09 2.08 -1.16 0.0285
C -0.07 2.58 -0.53 -1.4931
C -1.15 1.68 -0.82 -0.4280
N -0.76 1.00 -1.92 0.5405
C -1.71 -0.29 -2.29 -1.0299
C -1.60 -1.34 -1.33 0.6812
C -2.93 -1.43 -0.51 -1.2215
C -2.96 -2.37 0.34 -0.7382
C -1.80 -3.06 0.76 0.4841
C -0.61 -3.07 0.01 0.4674
C -0.62 -1.95 -0.89 0.0431
O 0.35 -3.63 0.72 -0.4117
C -0.22 -4.51 1.66 -0.1879
O -1.63 -4.03 1.83 -0.4956
C -0.12 1.59 -3.03 -0.7661
C 1.20 2.25 -2.53 -1.0916
H 0.69 -0.43 0.78 0.2254
H 0.35 -0.91 2.93 0.5569
H 3.30 2.98 1.56 0.3200
H 0.21 2.71 0.43 0.6849
H -0.39 3.55 -0.82 0.3387
H -2.09 1.97 -0.99 0.7116
H -1.20 0.85 -0.02 0.0714
H -2.70 0.31 -2.46 0.2720
H -1.38 -0.63 -3.31 0.3161
H -3.80 -1.16 -0.75 0.6160
H -3.81 -2.56 0.86 0.5108
H 0.47 -1.81 -1.53 0.0483
H 0.54 -4.49 2.54 0.2377
H -0.12 -5.59 1.28 0.2514
H -0.85 2.37 -3.15 0.3911
H 0.04 1.13 -4.09 0.3135
H 1.95 1.74 -2.99 0.5374
H 1.16 3.22 -2.71 0.4539
```

Properties
**LUMO level**: -0.085 eV
**Energy relative to the best compared isomer or geometry (same formula, charge and spin)**: 12.811 eV
**Molar mass**: 393.270 Da
**SMILES**: O=C(c1ccc(Cl)c(Cl)c1)N1CCN(Cc2ccc3c(c2)OCO3)CC1
**Frontier orbital gap**: 7.88 eV

Entry 2:
Below is C40H35B5CdN5O40 as an isolated structure at a distorted geometry, with properties calculated with ωB97M-V with the def2-TZVPD basis set.

XYZ file:
```
126
Properties=species:S:1:pos:R:3:mulliken_charge:R:1
Cd -18.90 -16.61 1.54 2.8261
O -26.61 -21.08 0.64 -0.6184
C -26.26 -19.97 0.15 0.6408
O -25.53 -19.05 0.69 0.3258
B -25.40 -17.90 -0.20 0.9026
O -26.21 -18.20 -1.38 -0.6634
C -26.63 -19.41 -1.27 0.2303
O -27.46 -19.90 -2.07 -0.7157
O -24.00 -17.69 -0.55 -0.5332
C -23.51 -16.56 -0.02 0.8221
O -22.34 -16.21 -0.11 -0.6929
C -24.64 -15.88 0.70 0.4258
O -25.77 -16.63 0.50 -0.5299
O -24.55 -14.82 1.30 -0.5861
O -19.45 -17.53 -0.19 -1.3086
C -20.03 -18.52 -0.60 0.8819
O -20.56 -19.53 0.13 -0.1812
B -21.28 -20.50 -0.71 1.1157
O -21.06 -19.98 -2.07 -0.5213
C -20.46 -18.74 -2.03 0.1832
O -20.04 -18.03 -2.94 -0.6865
O -20.84 -21.88 -0.38 -0.4082
C -21.68 -22.64 0.32 0.2103
O -21.60 -23.75 0.80 -0.6527
C -23.03 -21.74 0.38 0.6778
O -22.69 -20.56 -0.31 -0.4646
O -24.16 -21.99 0.78 -0.5943
O -16.48 -24.85 1.37 -0.7072
C -17.18 -23.90 1.74 0.5160
O -16.73 -22.73 2.12 -0.8520
B -17.86 -21.91 2.56 1.4100
O -18.96 -22.82 2.68 -0.5427
C -18.66 -24.01 2.14 0.6519
O -19.30 -25.05 2.06 -0.6243
O -18.16 -20.74 1.69 -0.0995
C -17.99 -19.63 2.44 0.4679
O -18.13 -18.45 2.14 -0.2923
C -17.64 -20.11 3.88 0.3284
O -17.61 -21.40 3.89 -0.5367
O -17.42 -19.23 4.74 -0.6348
O -16.93 -9.94 5.96 -0.6362
C -17.22 -11.14 5.89 0.5879
O -16.56 -12.15 5.27 -0.4612
B -17.30 -13.41 5.61 1.2532
O -18.24 -13.02 6.66 -0.5619
C -18.27 -11.70 6.81 0.6292
O -18.90 -11.02 7.62 -0.6522
O -16.40 -14.51 6.09 -0.5087
C -16.65 -15.63 5.40 0.2907
O -16.07 -16.71 5.47 -0.5519
C -17.67 -15.26 4.32 0.0901
O -18.01 -14.00 4.48 -0.6250
O -18.21 -16.04 3.51 -0.4362
O -25.48 -21.54 3.34 -0.6125
C -24.97 -20.47 3.55 0.3943
O -23.73 -20.18 3.41 -0.5875
B -23.45 -18.79 3.81 1.2693
O -24.83 -18.28 4.09 -0.6851
C -25.80 -19.21 3.86 0.6257
O -26.97 -19.09 4.14 -0.7134
O -22.56 -18.63 4.92 -0.5215
C -21.39 -18.25 4.55 0.3108
O -20.32 -18.24 5.17 -0.6589
C -21.51 -17.90 3.08 0.1092
O -22.72 -18.13 2.68 0.3607
O -20.65 -17.28 2.49 -0.0530
C -15.45 -14.50 -2.49 -1.0672
C -14.45 -14.85 -1.39 -0.5811
C -14.68 -16.04 -0.45 -0.2691
C -16.00 -16.07 0.15 0.5908
N -17.09 -16.02 0.59 -0.7314
H -16.29 -13.93 -2.10 0.2965
H -15.88 -15.38 -2.96 0.2503
H -14.94 -13.92 -3.26 0.3639
H -14.18 -13.95 -0.83 0.3123
H -13.53 -15.12 -1.91 0.3267
H -14.08 -15.89 0.45 0.2379
H -14.50 -16.99 -0.95 0.2256
C -25.16 -12.75 3.98 -0.7370
C -25.42 -13.89 4.97 -1.0012
C -24.69 -15.19 4.71 0.6077
C -23.23 -15.09 4.79 0.2516
N -22.09 -15.01 4.86 -0.5091
H -24.11 -12.48 4.13 0.0135
H -25.78 -11.87 4.14 0.4256
H -25.35 -12.98 2.93 0.1917
H -26.49 -14.07 4.94 0.4249
H -25.16 -13.58 5.98 0.3291
H -24.83 -15.55 3.69 -0.3430
H -25.10 -15.83 5.49 0.4005
C -11.72 -20.60 2.92 -1.1271
C -12.76 -20.87 3.97 -0.2413
C -13.75 -19.79 4.23 -0.4148
C -14.25 -19.01 3.06 0.1258
N -14.65 -18.45 2.11 -0.4744
H -11.96 -19.73 2.30 0.3109
H -11.53 -21.48 2.31 0.3095
H -10.71 -20.41 3.27 0.3111
H -12.36 -21.27 4.90 0.3903
H -13.39 -21.66 3.58 0.1369
H -13.30 -18.98 4.81 0.3421
H -14.57 -19.95 4.93 0.3700
C -16.60 -19.71 -3.29 -1.2413
C -16.24 -20.20 -1.88 0.6026
C -16.36 -21.75 -1.76 -0.4839
C -17.61 -22.41 -1.97 0.2041
N -18.63 -22.91 -2.18 -0.5410
H -17.68 -19.55 -3.33 0.2246
H -16.47 -20.45 -4.09 0.3690
H -16.11 -18.80 -3.62 0.2876
H -16.92 -19.73 -1.17 -0.2920
H -15.24 -19.95 -1.52 0.3554
H -16.19 -22.06 -0.73 0.1009
H -15.69 -22.23 -2.48 0.4813
C -20.72 -11.50 3.30 -0.9541
C -21.36 -11.67 2.02 -0.8467
C -21.64 -13.04 1.51 0.4350
C -20.51 -13.99 1.41 0.6414
N -19.58 -14.62 1.19 -0.6941
H -21.40 -11.83 4.08 0.2491
H -20.57 -10.43 3.42 0.4125
H -19.78 -12.05 3.35 0.1430
H -20.65 -11.30 1.28 0.3753
H -22.24 -11.03 1.89 0.3469
H -21.90 -12.82 0.47 0.3685
H -22.47 -13.61 1.92 -0.4191
```

Properties
**Total charge**: -3
**LUMO level**: 4.294 eV
**Molar mass**: 1392.187 Da
**Frontier orbital gap**: 7.15 eV

Entry 3:
Below is C34H67BrF3LiN4O22P3SV as an isolated structure at a distorted geometry, with properties calculated with ωB97M-V with the def2-TZVPD basis set.

XYZ file:
```
137
Properties=species:S:1:pos:R:3:mulliken_charge:R:1
C 2.14 3.04 -1.99 -1.4769
C 1.77 1.66 -1.46 0.8022
F 0.57 1.79 -0.82 -0.2346
O 1.65 0.74 -2.53 -0.0956
C 1.87 -0.55 -2.19 -0.6797
O 2.34 -1.33 -2.95 -0.5864
C 1.46 -1.01 -0.80 0.0485
C 2.46 -1.14 0.16 -0.0739
C 2.14 -1.51 1.45 -0.5774
P 3.66 -1.71 2.53 0.0030
C 4.36 -0.02 2.71 -0.8785
O 3.27 -2.22 4.04 -0.4460
N 0.86 -1.75 1.81 0.5583
O 0.59 -2.11 3.09 -0.3291
C -0.40 -1.30 3.78 -0.8835
C -0.04 0.13 4.21 0.5678
C 1.39 0.60 3.94 -1.6026
C -1.01 1.20 3.64 0.5536
C -2.49 0.93 4.00 -1.7839
C -0.77 1.54 2.16 -1.3991
C -0.09 -1.68 0.87 -0.1404
F -1.33 -2.00 1.18 -0.3621
C 0.15 -1.32 -0.43 1.3546
P -1.22 -1.24 -1.69 0.6552
O -1.05 -0.03 -2.52 -0.6368
H 3.23 3.13 -2.00 0.4131
H 1.79 3.74 -1.23 0.4283
H 1.68 3.25 -2.96 0.2683
H 2.55 1.38 -0.75 0.1178
H 3.48 -0.95 -0.13 0.9188
H 3.87 0.69 2.04 0.2902
H 5.44 -0.05 2.56 0.3779
H 4.16 0.34 3.73 0.3646
H 3.13 -3.17 3.95 0.3653
H -1.38 -1.27 3.28 0.3512
H -0.62 -1.87 4.69 0.3959
H -0.17 0.22 5.30 0.7496
H 1.66 0.66 2.88 0.1293
H 2.09 0.04 4.56 0.4608
H 1.44 1.63 4.31 0.3291
H -0.73 2.10 4.19 0.3301
H -3.02 1.87 4.18 0.3981
H -2.55 0.29 4.88 0.3321
H -2.99 0.47 3.14 0.4590
H -1.61 2.06 1.70 0.6195
H -0.44 0.70 1.54 0.0421
H 0.06 2.26 2.13 0.3026
H -2.44 -1.30 -1.00 0.1887
H -1.06 -2.40 -2.46 -0.0842
C 0.28 -6.22 -4.70 -1.3142
C -0.48 -5.89 -3.42 0.6770
C -1.07 -7.14 -2.79 -1.3643
O -1.54 -4.95 -3.73 -0.5195
H -0.38 -6.67 -5.44 0.3380
H 0.69 -5.31 -5.14 0.3767
H 1.10 -6.91 -4.49 0.3389
H 0.18 -5.40 -2.71 0.1461
H -1.78 -7.62 -3.48 0.3315
H -1.63 -6.89 -1.89 0.3695
H -0.29 -7.86 -2.54 0.3973
H -2.14 -5.37 -4.37 0.4155
C -0.19 -11.23 -8.23 -0.6489
O 0.24 -10.08 -7.48 -0.2912
C 1.51 -9.76 -7.66 0.7118
O 2.30 -10.33 -8.37 -0.5398
O 1.78 -8.68 -6.91 -0.1839
C 3.13 -8.22 -7.01 -0.6500
H -1.24 -11.38 -8.00 0.2162
H -0.09 -11.04 -9.30 0.2976
H 0.37 -12.11 -7.94 0.2988
H 3.36 -7.92 -8.03 0.3224
H 3.82 -8.99 -6.67 0.3390
H 3.21 -7.35 -6.36 0.1383
C 1.52 1.63 -6.18 -0.0851
C 1.36 1.66 -7.68 -0.5464
O 0.82 2.95 -7.98 -0.3611
S 1.39 4.02 -6.90 1.1944
O 2.49 4.67 -7.51 -0.5646
O 0.30 4.71 -6.34 -0.5064
O 1.95 2.96 -5.84 -0.2367
H 0.57 1.44 -5.68 0.3030
H 2.25 0.90 -5.85 0.1158
H 0.70 0.87 -8.04 0.2817
H 2.34 1.57 -8.17 0.4515
O -3.80 3.25 7.19 -0.8308
P -3.80 4.67 7.68 1.1672
N -4.96 5.23 6.54 0.2124
C -4.85 6.34 5.62 -1.1418
C -6.29 4.64 6.57 -1.1476
N -2.15 5.00 7.18 0.3001
C -1.85 5.52 5.87 -1.0180
C -1.19 3.95 7.50 -1.0706
N -3.91 6.19 8.47 -0.0570
C -5.19 6.54 9.10 -1.1271
C -2.81 7.09 8.80 -0.8836
H -4.39 7.22 6.08 0.3046
H -5.84 6.66 5.27 0.4549
H -4.28 6.06 4.73 0.2979
H -6.97 5.24 7.18 0.3085
H -6.27 3.63 6.98 0.3596
H -6.71 4.55 5.56 0.4558
H -2.21 4.86 5.07 0.1909
H -0.77 5.65 5.76 0.4117
H -2.27 6.52 5.73 0.3610
H -1.22 3.14 6.77 0.1830
H -1.38 3.52 8.48 0.3847
H -0.17 4.34 7.52 0.4145
H -5.78 7.18 8.44 0.3061
H -5.05 7.05 10.05 0.4141
H -5.78 5.65 9.31 0.3579
H -2.60 7.76 7.96 0.2572
H -1.90 6.55 9.07 0.3038
H -3.05 7.71 9.66 0.3624
Br -3.08 -4.23 -2.30 -0.2789
Li 2.32 2.76 -9.49 0.8100
F 1.12 2.94 6.99 -0.7564
C 5.21 -0.96 -3.39 -1.2402
C 6.51 -1.71 -3.53 0.4687
C 6.40 -3.04 -4.24 -0.5111
O 7.48 -3.77 -3.66 -0.3292
C 7.70 -3.27 -2.42 0.5757
O 8.38 -3.77 -1.60 -0.5086
O 7.01 -2.10 -2.25 -0.3680
H 5.36 -0.03 -2.85 0.4210
H 4.78 -0.73 -4.37 0.3195
H 4.49 -1.55 -2.83 0.1996
H 7.26 -1.07 -4.01 0.3459
H 6.51 -2.95 -5.31 0.3409
H 5.46 -3.56 -4.01 0.2968
C -8.71 3.13 3.82 0.7795
O -9.00 2.40 4.80 -0.6305
O -8.57 2.42 2.62 -0.4845
O -8.52 4.35 3.78 -0.6074
H -8.77 1.55 2.99 0.3090
O 1.34 2.95 -11.57 -1.1752
V 0.43 4.22 -12.43 1.2685
O -0.32 5.68 -12.77 -0.9308
```

Properties
**LUMO level**: -5.676 eV
**Molar mass**: 1203.688 Da
**Frontier orbital gap**: 0.89 eV

> The highest molar mass belongs to which entry?

C40H35B5CdN5O40

> Look up the LUMO level of the third one.

-5.676 eV

> LUMO level of number 1 (C19H18Cl2N2O3)?

-0.085 eV

> What is the formula in the second record?

C40H35B5CdN5O40